(1)
Here is 2 unconnected molecules or ions with the total composition CH3N2O4S in a non-equilibrium geometry from the OMol25 dataset. Energies are from ωB97M-V with the def2-TZVPD basis set.

```
11
Properties=species:S:1:pos:R:3:nbo_charge:R:1
C 1.9113 -0.0009 0.0572 -0.8914
N -2.5281 0.6903 -0.4963 -0.0950
N -2.6272 -0.1961 0.1539 0.4521
O -0.4233 -1.0036 -0.9503 -1.0378
O -2.8103 -1.1273 0.8053 -0.3686
O -0.0295 1.3551 -0.9264 -1.0285
O -0.4898 0.1610 1.2290 -1.0307
S 0.0359 0.1221 -0.1367 2.3662
H 2.2828 0.9899 -0.2242 0.2216
H 2.3488 -0.1614 1.0532 0.2023
H 2.3294 -0.8290 -0.5646 0.2099
```

The calculated total energy is -23090.340 eV. The max |F| comes out at 3.03 eV/Å. Its HOMO-LUMO gap is 8.8 eV. The total charge is -1. For the energy relative to the best compared isomer or geometry (same formula, charge and spin), the calculation gives 57.5 kcal/mol.

***

(2)
Here is a molecular structure, C24H32BrN9O3PdS2 from the OMol25 dataset. Energies are from ωB97M-V with the def2-TZVPD basis set.

```
72
Properties=species:S:1:pos:R:3:lowdin_charge:R:1
Pd 0.2691 0.8349 0.1715 0.6765
C -2.7717 -0.0528 3.3952 -0.0447
N -2.9806 0.6819 2.1441 -0.1842
C -2.8817 2.1367 2.2934 -0.0702
C -2.8153 0.0971 0.9513 -0.7009
S -2.1562 0.9308 -0.4077 0.7539
N -3.2464 -1.1731 0.8342 -0.1906
C -4.3602 -1.6846 1.6311 -0.0432
C -2.9755 -1.9691 -0.3610 -0.0788
H -1.9512 0.4209 3.9294 0.0830
H -2.4987 -1.0848 3.1983 0.0781
H -3.6610 -0.0194 4.0281 0.0956
H -3.3497 2.4002 3.2416 0.0919
H -3.4027 2.6308 1.4783 0.0771
H -1.8471 2.4636 2.3012 0.0398
H -4.7721 -0.9053 2.2630 0.0836
H -4.0557 -2.5284 2.2530 0.0947
H -5.1422 -2.0255 0.9504 0.0951
H -2.0068 -1.7185 -0.7821 0.0323
H -3.7395 -1.8026 -1.1233 0.0974
H -2.9872 -3.0221 -0.0741 0.0919
C 0.0502 -4.3809 2.2151 -0.0171
C 0.2380 -2.9330 2.5352 -0.2993
C 0.7317 -2.2898 3.6490 0.0153
C 0.6965 -0.9113 3.3305 -0.3587
N 0.1890 -0.7223 2.1248 0.0265
N -0.0883 -1.9599 1.6621 0.0449
C 1.1638 0.2514 4.1522 -0.0207
H 0.2475 -4.9889 3.0954 0.0794
H 0.7294 -4.6986 1.4212 0.0772
H -0.9686 -4.5841 1.8790 0.0750
H 1.0942 -2.7419 4.5594 0.1081
H -0.3009 -2.0576 0.6769 0.1057
H 1.6929 -0.0996 5.0368 0.0786
H 0.3346 0.8822 4.4791 0.0626
H 1.8431 0.8769 3.5695 0.0633
Br 0.4923 -3.8064 -2.2020 0.7778
C 0.1340 -2.5923 -3.6222 -0.5887
C -0.0266 -3.1970 -4.8643 -0.1456
C -0.2959 -2.4331 -5.9881 -0.0798
C -0.4044 -1.0554 -5.8723 -0.0721
C -0.2259 -0.4623 -4.6340 -0.0247
C 0.0496 -1.2069 -3.4846 -0.1446
C 0.2201 -0.4049 -2.2108 -0.6633
O 0.4088 0.8136 -2.2963 -0.0688
O 0.1574 -1.0111 -1.0814 -0.2379
H 0.0596 -4.2719 -4.9427 0.0904
H -0.4181 -2.9179 -6.9490 0.1064
H -0.6271 -0.4470 -6.7397 0.1047
H -0.3064 0.6091 -4.5146 0.1170
S 2.6978 0.4318 0.3959 0.6561
C 2.9837 1.3074 -1.0722 -0.7892
N 2.7921 2.6117 -1.1377 0.0374
C 2.8012 3.3714 -2.3837 -0.1501
C 3.7863 2.7380 -3.3497 -0.1566
C 3.4522 1.2618 -3.4777 -0.1597
N 3.4498 0.6666 -2.1447 0.0310
H 2.4290 3.0406 -0.2892 0.0834
H 3.0810 4.3971 -2.1516 0.1248
H 1.7958 3.3737 -2.8106 0.1255
H 4.8034 2.8533 -2.9694 0.1227
H 3.7248 3.2244 -4.3226 0.1184
H 4.1814 0.7352 -4.0903 0.1231
H 2.4648 1.1417 -3.9299 0.1107
H 3.5104 -0.3338 -2.0462 0.1276
O 0.1322 2.7129 1.0827 -0.3042
N 1.2831 3.2381 1.3746 -0.0666
C 1.3514 3.8703 2.5032 -0.3003
C 0.2324 3.9367 3.4200 -0.1704
N -0.6611 3.9752 4.1411 0.1743
C 2.5962 4.5215 2.8377 -0.1781
N 3.5739 5.0545 3.1203 0.1499
```

The calculated total energy is -140152.728 eV. The max |F| comes out at 0.75 eV/Å. Its HOMO-LUMO gap (spin up / spin down) is 7.3 / 7.2 eV. The total charge is 0. For the energy relative to the best compared isomer or geometry (same formula, charge and spin), the calculation gives 24.8 kcal/mol.

***

(3)
Here is a molecular structure, C6H10Br3O3S in a non-equilibrium geometry from the OMol25 dataset. Energies are from ωB97M-V with the def2-TZVPD basis set.

```
23
Properties=species:S:1:pos:R:3:nbo_charge:R:1
C 0.4184 1.9161 -0.7000 -0.6386
C 0.7725 0.0879 -2.3565 -0.6197
C 0.9249 -1.8894 0.0088 -0.7658
C 0.2623 0.3990 -0.9612 -0.3226
C 1.1761 -0.3947 0.0692 0.5596
C -2.2185 0.0251 1.7967 -0.5862
O 0.1100 1.1022 2.6968 -0.9751
O -0.1305 -1.3288 2.7754 -1.0057
O 2.0651 0.2067 0.5847 -0.6193
S -0.2227 -0.0789 1.9367 1.6780
Br -2.7160 -1.5522 0.9077 0.0697
Br -2.8967 1.5133 0.6322 -0.0187
Br -3.1078 0.3152 3.5063 0.0472
H 1.2352 2.2473 -1.1926 0.1945
H -0.6053 2.2104 -0.9615 0.2140
H 0.5498 1.9638 0.4065 0.2471
H 1.8574 0.1214 -2.2680 0.2074
H 0.3183 -0.8826 -2.7214 0.2047
H 0.5680 0.8857 -3.1541 0.1994
H 1.7862 -2.3790 -0.5355 0.2179
H 0.5660 -2.3768 0.9280 0.2875
H 0.0792 -2.1928 -0.6146 0.2145
H -0.7919 0.0811 -0.7836 0.2102
```

The calculated total energy is -233489.011 eV. The max |F| comes out at 5.58 eV/Å. Its HOMO-LUMO gap is 7.5 eV. The total charge is -1. For the energy relative to the best compared isomer or geometry (same formula, charge and spin), the calculation gives 6.3 kcal/mol.

***

(4)
Here is a molecular structure, C17H29ClNO2P2Yb in a non-equilibrium geometry from the OMol25 dataset. Energies are from ωB97M-V with the def2-TZVPD basis set.

```
53
Properties=species:S:1:pos:R:3:nbo_charge:R:1
C -0.7849 3.8165 -1.4124 -0.2756
C -0.8990 2.4927 -0.9415 0.2708
N -0.2132 2.0530 0.1428 -0.5180
C 0.7870 2.8205 0.6215 0.2486
C 0.8777 4.1963 0.3377 -0.2765
C 0.0522 4.6629 -0.6865 -0.1489
C -1.7605 1.5406 -1.7138 -0.8135
P -2.1934 -0.0702 -0.8695 0.8496
Yb -0.7011 -0.1895 1.6906 0.8902
P 2.3449 0.3933 1.2554 0.8092
C 1.8252 2.2010 1.5359 -0.7478
C 0.1211 -2.4035 0.5383 -0.3182
C -0.8932 -2.9816 1.3691 -0.2286
C -0.9165 -4.3830 1.6100 -0.2083
C 0.0558 -5.2299 1.1322 -0.2421
C 1.0955 -4.6714 0.4108 -0.2026
C 1.1338 -3.2908 0.1709 -0.2580
O -0.7395 0.5757 -3.8752 -0.9669
O 0.3150 -1.2522 -2.3777 -1.0106
H -1.4232 4.1509 -2.2511 0.2275
H 1.6764 4.7986 0.7983 0.2253
H 0.1020 5.7121 -0.9599 0.2143
C -3.5813 0.6250 0.0818 -0.9662
C -3.0556 -1.0891 -2.0855 -0.9372
H 2.7619 2.7454 1.3611 0.2315
H 1.6013 2.3939 2.5988 0.2609
H -1.3415 1.3707 -2.7631 0.3408
H -2.7430 1.9976 -1.9139 0.2171
C 2.7222 0.0936 3.0500 -0.9488
C 4.0289 0.6807 0.5692 -0.9265
H -1.7047 -2.4107 1.7828 0.1799
H -1.7150 -4.8732 2.1391 0.2122
H 0.0129 -6.3060 1.2690 0.2160
H 1.8621 -5.3460 0.0321 0.2114
H 1.9901 -2.8558 -0.3562 0.2033
H 0.4655 -1.1068 -1.3968 0.4690
H 0.2527 -2.2363 -2.3952 0.4879
H -0.2223 -0.1808 -3.4511 0.5211
H -0.1092 1.1671 -4.3300 0.4791
H 0.2770 -1.0670 0.1590 0.0478
H -4.3162 0.8694 -0.6977 0.2161
H -4.0174 -0.2137 0.6533 0.2316
H -3.3330 1.5546 0.6256 0.2572
H -3.8648 -0.4690 -2.4842 0.2208
H -2.3719 -1.4170 -2.8841 0.2593
H -3.4937 -1.8887 -1.4729 0.2396
H 4.5706 1.2173 1.3646 0.2182
H 4.4395 -0.3469 0.4872 0.2411
H 3.9383 1.3078 -0.3383 0.2463
H 3.6043 0.7336 3.2685 0.2102
H 1.8453 0.3889 3.6878 0.2591
H 3.0274 -0.9821 3.0667 0.2369
Cl -1.3924 0.7013 3.8464 -0.6558
```

The calculated total energy is -86311.682 eV. The multiplicity is 2. The expectation value of S² is 0.76. The max |F| comes out at 2.83 eV/Å. Its HOMO-LUMO gap (spin up / spin down) is 4.0 / 7.5 eV. The total charge is 0.

***

(5)
Here is 2 unconnected molecules or ions with the total composition C32H35N3O4 in a non-equilibrium geometry from the OMol25 dataset. Energies are from ωB97M-V with the def2-TZVPD basis set.

```
74
Properties=species:S:1:pos:R:3:lowdin_charge:R:1
C 1.8673 -1.7509 -4.5395 -0.0212
N 0.8468 -1.1755 -3.6922 -0.0245
C -0.4502 -1.6147 -3.8301 -0.4216
O -0.8459 -2.4039 -4.6793 0.0891
C -1.2659 -0.9804 -2.7259 -0.1580
C -1.7418 -2.0308 -1.7231 -0.0635
C -0.5974 -2.8563 -1.1852 -0.2190
C -0.1005 -3.9320 -1.9289 -0.0458
C 1.0085 -4.6517 -1.4825 -0.0769
C 1.6104 -4.3121 -0.2651 -0.0893
C 1.0872 -3.2733 0.5095 -0.0671
C -0.0363 -2.5738 0.0614 -0.0317
N -0.3179 -0.0193 -2.1532 0.0581
C -0.6194 0.6301 -1.0188 0.0074
C 0.3073 1.2796 -0.2067 -0.0701
C -0.0461 2.4129 0.5205 0.0320
C 0.8818 3.3946 1.0111 -0.2018
C 0.4537 4.7106 1.3606 0.0027
C 1.3780 5.6892 1.7109 -0.0596
C 2.7449 5.3821 1.7714 -0.0545
C 3.1811 4.0845 1.4835 -0.0638
C 2.2674 3.0969 1.1172 -0.0169
C 1.0013 0.0017 -2.8435 -0.1471
C 1.3987 1.3128 -3.6458 -0.5236
C 0.3720 1.5439 -4.7515 -0.0248
C 2.8150 1.1531 -4.1916 -0.0498
C 1.4458 2.5416 -2.7518 -0.0552
H 1.6676 -2.8237 -4.6632 0.1036
H 1.8521 -1.2828 -5.5370 0.0954
H 2.8503 -1.6240 -4.0756 0.0990
H -2.0995 -0.4183 -3.1806 0.1744
H -2.2731 -1.5366 -0.9063 0.1221
H -2.4323 -2.6850 -2.2730 0.1407
H -0.5869 -4.1990 -2.8704 0.1154
H 1.4071 -5.4645 -2.0930 0.1048
H 2.4824 -4.8692 0.0827 0.1021
H 1.5458 -3.0029 1.4637 0.1091
H -0.4880 -1.8024 0.6885 0.0860
H -1.6833 0.6440 -0.7597 0.1659
H 1.3229 0.8711 -0.1678 0.1201
H -1.1135 2.6329 0.6221 0.1346
H -0.6154 4.9375 1.3282 0.1243
H 1.0400 6.6997 1.9415 0.1124
H 3.4645 6.1475 2.0533 0.1105
H 4.2391 3.8327 1.5516 0.1096
H 2.6034 2.0745 0.9315 0.1122
H 1.8056 -0.1941 -2.1070 0.1666
H -0.6311 1.6745 -4.3290 0.0902
H 0.6267 2.4641 -5.2935 0.0979
H 0.3487 0.7247 -5.4801 0.0900
H 3.5020 0.8636 -3.3843 0.0981
H 2.8950 0.4243 -5.0020 0.0656
H 3.1683 2.1142 -4.5931 0.0976
H 2.1475 2.4082 -1.9187 0.0867
H 1.8093 3.3881 -3.3541 0.0991
H 0.4665 2.8222 -2.3566 0.0846
C -2.0107 0.8128 3.5505 -0.0307
C -2.1717 -0.6158 3.4391 -0.3784
O -1.9912 -1.1419 2.3157 -0.0523
C -2.5939 -1.4166 4.6384 -0.1644
C -3.7613 -1.0982 5.3455 -0.0486
C -4.2053 -1.9224 6.3856 -0.0805
C -3.4409 -3.0326 6.7676 -0.1024
C -2.2769 -3.3604 6.0614 -0.0955
C -1.8827 -2.5792 4.9702 -0.0316
N -1.9813 1.4970 4.7373 -0.4207
O -1.7157 2.7367 4.7690 -0.0709
O -2.2245 0.8872 5.8187 -0.0424
H -1.7720 1.3870 2.6586 0.0810
H -4.3582 -0.2305 5.0615 0.1187
H -5.1336 -1.6771 6.9066 0.0992
H -3.7587 -3.6513 7.6070 0.0934
H -1.6838 -4.2305 6.3427 0.0936
H -1.0054 -2.8442 4.3754 0.1099
```

The calculated total energy is -46407.345 eV. The max |F| comes out at 2.12 eV/Å. Its HOMO-LUMO gap is 4.3 eV. The total charge is 0. For the energy relative to the best compared isomer or geometry (same formula, charge and spin), the calculation gives 61.5 kcal/mol.

***

Look up the calculated total energy of the second one.
-140152.728 eV

***

What is the total charge in the fifth record?
0